[1]
Molecular formula: C19H21InN3O2PS
Method: DFT, the ωB97M-V functional and the def2-TZVPD basis

Geometry (Å):
In 0.464 0.033 0.391
S 0.244 -1.734 -1.499
P 0.530 -0.727 2.967
O -2.461 -2.614 1.765
O -1.432 -0.946 0.691
N 2.633 1.547 -0.445
N 0.080 -1.814 -4.114
N 1.502 2.358 -0.052
C 1.627 -4.496 1.875
C 0.440 -1.710 -5.407
C 3.483 -3.021 1.444
C 1.678 -1.231 -5.738
C 2.909 -4.288 1.390
C 1.468 -2.175 2.452
C 2.736 0.017 6.274
C -1.237 -1.057 3.088
C 2.168 -1.009 -3.392
C 2.270 -0.552 5.102
C 0.889 -1.479 -3.084
C 2.559 -0.882 -4.710
C 1.175 0.026 4.456
C 2.139 1.167 6.774
C -1.789 -1.619 1.741
C 0.893 -3.443 2.405
C 2.764 -1.962 1.965
C 0.567 1.180 4.960
C 1.051 1.742 6.126
H -1.751 -0.122 3.324
H 2.533 1.623 7.673
H 3.578 -0.427 6.787
H 3.202 -0.969 2.004
H 1.188 -5.484 1.835
H 1.680 2.682 0.893
H -0.282 -2.014 -6.152
H -1.439 -1.773 3.888
H -0.108 -3.614 2.780
H 4.485 -2.862 1.067
H -0.275 1.630 4.448
H 2.515 1.316 -1.425
H 3.469 -5.114 0.975
H 1.959 -1.131 -6.774
H 0.600 2.639 6.526
H 2.834 -0.788 -2.571
H 1.384 3.186 -0.632
H 3.505 2.066 -0.375
H -0.835 -2.187 -3.879
H 2.722 -1.453 4.708
H 3.552 -0.535 -4.961

The value obtained for the energy is -53891.9503 eV. Its spin multiplicity is 1. Its charge is +2. The molecular weight comes out at 501.3 g/mol.

Atom charges from the Mulliken analysis, given in e for atoms 1 to 5:
1. In 1.07
2. S -0.28
3. P 0.39
4. O -0.55
5. O -0.67


[2]
Molecular formula: C19H21N3O2S6Sn
Method: DFT, the ωB97M-V functional and the def2-TZVPD basis

Geometry (Å):
Sn 0.144 1.249 2.749
S 0.346 -1.375 3.380
S 2.478 1.246 4.051
S 2.815 -3.051 3.458
S -2.748 -6.299 -1.098
S 4.615 -0.842 4.021
S -2.111 1.472 -1.998
O 5.413 -3.354 3.832
O -3.464 1.267 -2.619
N -2.657 -0.969 -0.191
N -1.407 -5.610 1.042
N 0.741 1.029 0.869
C 2.077 -1.456 3.581
C 1.503 3.103 -0.199
C 2.022 1.645 -2.508
C -1.368 -2.871 0.458
C -1.599 -1.502 0.410
C 2.910 -0.432 3.842
C 2.006 3.719 -1.334
C 1.226 1.685 -0.173
C -3.501 -1.799 -0.806
C -2.379 2.372 -0.476
C 1.510 0.986 -1.408
C -1.358 2.842 -2.885
C 1.266 -0.492 -1.444
C -2.113 -5.211 -0.020
C 4.475 -2.584 3.817
C -3.363 -3.176 -0.802
C -2.278 -3.735 -0.131
C 2.277 3.018 -2.506
C 1.247 3.906 1.042
H 2.199 4.790 -1.296
H -0.466 -3.200 0.958
H 1.707 -0.941 -2.338
H 1.809 3.504 1.893
H -3.027 3.223 -0.694
H 1.541 4.949 0.898
H 2.679 3.518 -3.380
H -4.081 -3.814 -1.299
H -1.057 -4.952 1.720
H 0.189 3.889 1.332
H -2.859 1.680 0.212
H 1.678 -0.967 -0.549
H 2.232 1.064 -3.404
H -2.065 3.673 -2.910
H -4.326 -1.322 -1.326
H -1.223 -6.591 1.159
H -1.413 2.676 -0.075
H -0.422 3.118 -2.395
H 0.195 -0.714 -1.444
H -1.153 2.493 -3.896
H -0.863 -0.854 0.877

The value obtained for the energy is -99454.2792 eV. Its spin multiplicity is 1. Its charge is -2. The molecular weight comes out at 634.5 g/mol.

Atom charges from the Mulliken analysis, given in e for atoms 1 to 5:
1. Sn -0.35
2. S -0.41
3. S -0.44
4. S -0.20
5. S -0.44


[3]
Molecular formula: C19H21N3O3
Method: DFT, the ωB97M-V functional and the def2-TZVPD basis

Geometry (Å):
O -3.083 1.979 1.697
O 2.446 -1.119 -2.176
O -1.911 2.135 -1.205
N -3.453 -1.687 -0.858
N -4.788 -3.187 0.108
N -3.477 -1.483 0.464
C 3.757 -0.810 -1.760
C 1.593 0.948 -1.184
C 1.442 -0.242 -1.880
C 0.168 -0.606 -2.325
C -1.955 3.116 -0.194
C 3.131 -1.590 0.550
C -4.292 -2.393 1.027
C 4.328 -0.848 2.492
C 0.498 1.763 -0.936
C -0.765 1.400 -1.380
C -0.919 0.199 -2.077
C -3.612 0.902 0.960
C 5.155 -0.084 1.686
C 3.951 -0.819 -0.262
C -4.247 -2.716 -1.032
C -2.773 -0.389 1.066
C 4.966 -0.067 0.316
C -1.872 2.532 1.226
C 3.316 -1.600 1.921
H -1.905 -0.092 -2.399
H 5.948 0.503 2.126
H 4.079 0.154 -2.179
H -4.598 0.727 1.400
H 2.557 1.258 -0.811
H -1.161 3.860 -0.328
H -1.827 -0.272 0.532
H -2.921 3.612 -0.325
H -4.442 -3.143 -1.993
H -4.488 -2.452 2.078
H 0.054 -1.535 -2.859
H -1.651 3.336 1.931
H 4.474 -0.858 3.562
H 4.374 -1.598 -2.210
H 5.609 0.535 -0.312
H 2.670 -2.200 2.545
H -1.061 1.792 1.269
H 0.657 2.680 -0.391
H 2.344 -2.178 0.102
H -2.581 -0.620 2.117
H -3.734 1.156 -0.099

The value obtained for the energy is -30655.3390 eV. The SMILES is c1ccc(COc2ccc(OCCOCCn3cncn3)cc2)cc1. Its spin multiplicity is 1. The molecular weight comes out at 339.4 g/mol.

Atom charges from the Mulliken analysis, given in e for atoms 1 to 5:
1. O -0.47
2. O -0.43
3. O -0.53
4. N -0.61
5. N -0.63


What energy above the lowest of the compared OMol25 structures with the same formula, charge and spin values result from the calculations? In sequence: 1.889, 0.000, 3.491 eV.
What HOMO values result from the calculations? In sequence: -14.41, -0.71, -8.03 eV.